Density functional theory data (wB97M-V/def2-TZVPD) for a molecular structure, C37H63Cl25N2O4S2 in a non-equilibrium geometry.

## Properties
gap between HOMO and LUMO = 6.67 eV
HOMO = -8.070 eV
maximum force = 8.03 eV/Å
spin multiplicity = 1

Last column: Löwdin charge in e.
Geometry (Å):
C -5.409 0.587 5.600  0.00
C -4.494 -0.689 5.227  -0.41
O -3.279 -0.463 4.991  0.07
O -5.089 -2.009 5.223  -0.09
C -5.518 -2.180 3.811  -0.13
C -4.231 -2.726 3.019  -0.08
C -3.685 -4.155 3.460  -0.02
C -2.445 -4.830 2.841  -0.17
C -1.685 -4.005 1.714  -0.35
N -0.467 -4.415 1.014  -0.23
S -0.175 -3.084 -0.046  0.78
N -1.447 -1.954 0.207  -0.24
C -2.249 -2.585 1.249  -0.21
C -3.546 -1.908 1.889  -0.04
C -4.085 -0.461 1.377  -0.15
C -5.565 -0.706 0.790  -0.19
C -5.950 0.301 -0.439  -0.22
C -6.386 1.770 0.053  -0.25
S -5.015 2.834 0.708  0.47
O -4.894 2.782 2.229  -0.39
O -5.415 4.276 0.392  -0.44
Cl -3.191 2.532 -0.256  0.43
H -6.089 0.880 4.722  0.08
H -4.711 1.454 5.895  0.10
H -6.004 0.299 6.548  0.09
H -6.416 -2.895 3.755  0.15
H -5.822 -1.114 3.470  0.10
H -4.250 -4.708 4.293  0.11
H -2.090 -5.857 3.200  0.10
H -3.360 -0.168 0.522  0.08
H -4.033 0.289 2.240  0.10
H -6.412 -0.593 1.550  0.10
H -5.601 -1.803 0.426  0.08
H -5.161 0.297 -1.273  0.12
H -6.900 -0.171 -0.912  0.13
H -6.804 2.316 -0.879  0.12
H -7.263 1.730 0.801  0.13
Cl 2.981 -2.990 3.206  0.53
C 3.832 -2.627 1.683  -0.68
C 3.464 -1.266 1.130  -0.66
Cl 1.777 -1.206 0.551  0.52
H 3.607 -3.425 0.971  0.07
H 4.900 -2.660 1.902  -0.02
H 4.100 -1.029 0.274  0.08
H 3.593 -0.480 1.878  -0.03
Cl -4.594 5.755 -4.136  0.57
C -4.690 6.953 -2.820  -0.64
C -5.819 6.654 -1.855  -0.65
Cl -7.422 6.893 -2.598  0.57
H -4.798 7.942 -3.271  0.07
H -3.735 6.922 -2.293  0.08
H -5.764 7.329 -0.999  0.05
H -5.769 5.629 -1.483  0.04
Cl -1.526 0.232 -3.691  0.54
C -1.466 1.990 -3.428  -0.67
C -2.039 2.768 -4.596  -0.67
Cl -1.015 2.652 -6.049  0.54
H -0.429 2.268 -3.231  0.07
H -2.049 2.188 -2.529  -0.01
H -2.105 3.827 -4.338  0.05
H -3.039 2.419 -4.859  0.07
Cl 8.217 -2.459 0.993  0.56
C 8.706 -3.303 2.484  -0.66
C 7.547 -4.032 3.133  -0.63
Cl 6.337 -2.909 3.804  0.58
H 9.148 -2.567 3.160  0.03
H 9.483 -4.017 2.204  0.02
H 7.910 -4.639 3.965  0.08
H 7.041 -4.692 2.426  0.07
Cl -9.514 11.413 0.053  0.54
C -8.899 9.744 -0.038  -0.67
C -7.471 9.632 0.455  -0.66
Cl -6.316 10.438 -0.637  0.54
H -8.995 9.404 -1.071  0.05
H -9.555 9.131 0.584  0.07
H -7.178 8.581 0.506  0.06
H -7.354 10.066 1.450  0.07
Cl 9.538 -6.949 1.376  0.55
C 10.998 -7.235 0.395  -0.65
C 12.232 -6.606 1.009  -0.65
Cl 12.177 -4.827 0.955  0.54
H 10.810 -6.852 -0.610  0.07
H 11.127 -8.317 0.328  0.07
H 13.120 -6.912 0.452  0.07
H 12.363 -6.909 2.049  0.07
Cl -7.444 4.436 -8.080  0.53
C -7.541 5.634 -6.765  -0.67
C -8.670 5.335 -5.800  -0.68
Cl -10.272 5.574 -6.543  0.53
H -7.649 6.623 -7.215  0.07
H -6.586 5.603 -6.237  0.02
H -8.615 6.010 -4.943  0.01
H -8.621 4.310 -5.428  0.07
Cl 12.045 -0.154 -3.368  0.53
C 10.669 -0.947 -2.560  -0.66
C 11.117 -1.967 -1.534  -0.68
Cl 11.883 -3.389 -2.286  0.52
H 10.041 -1.400 -3.330  0.07
H 10.092 -0.159 -2.072  0.07
H 10.255 -2.333 -0.973  0.02
H 11.827 -1.538 -0.824  0.04
Cl 5.256 0.340 3.309  0.59
C 5.300 2.105 3.545  -0.63
C 4.743 2.856 2.353  -0.66
Cl 5.794 2.718 0.920  0.54
H 6.332 2.392 3.756  0.06
H 4.700 2.320 4.432  0.08
H 4.667 3.920 2.587  0.07
H 3.749 2.496 2.079  0.07
Cl 11.831 -0.758 2.101  0.56
C 11.704 0.467 3.387  -0.65
C 10.558 0.183 4.336  -0.65
Cl 8.970 0.397 3.557  0.56
H 11.602 1.446 2.914  0.07
H 12.650 0.452 3.933  0.07
H 10.592 0.876 5.179  0.07
H 10.606 -0.834 4.730  0.07
Cl -3.511 -5.813 0.789  0.72
C -3.925 -6.196 -0.902  -0.60
C -4.214 -4.949 -1.713  -0.68
Cl -5.724 -4.150 -1.204  0.56
H -4.777 -6.879 -0.897  0.07
H -3.068 -6.725 -1.326  0.07
H -4.334 -5.210 -2.766  0.06
H -3.404 -4.222 -1.634  0.01
Cl -1.545 -4.003 -3.466  0.58
C -1.930 -4.385 -5.165  -0.64
C -2.206 -3.138 -5.977  -0.66
Cl -3.721 -2.348 -5.485  0.53
H -2.781 -5.068 -5.174  0.07
H -1.066 -4.913 -5.575  0.07
H -2.310 -3.395 -7.033  0.07
H -1.398 -2.410 -5.883  0.06



Density functional theory data (wB97M-V/def2-TZVPD) for a molecular structure, C16H21BIN4SeW in a non-equilibrium geometry.

## Properties
gap between HOMO and LUMO (spin up / spin down) = 6.12 / 6.13 eV
HOMO (spin up / spin down) = -11.114 / -11.115 eV
maximum force = 1.20 eV/Å
charge = +1
spin multiplicity = 1

Last column: Löwdin charge in e.
Geometry (Å):
W -0.362 -0.196 0.660  1.17
B 2.428 1.964 -0.618  -0.37
N 2.628 0.465 -0.237  -0.07
C 3.818 -0.095 -0.357  -0.05
C 3.728 -1.456 -0.072  -0.01
C 2.408 -1.647 0.232  -0.15
N 1.717 -0.473 0.152  -0.16
N 0.933 2.426 -0.463  -0.05
C 0.590 3.663 -0.756  -0.03
C -0.779 3.848 -0.532  0.00
C -1.209 2.638 -0.080  -0.12
N -0.165 1.741 -0.026  -0.15
H 2.711 2.089 -1.775  0.08
H 3.099 2.638 0.110  0.08
H 4.661 0.504 -0.660  0.14
H 4.515 -2.188 -0.091  0.11
H 1.886 -2.544 0.498  0.03
H 1.339 4.352 -1.107  0.15
H -1.354 4.743 -0.679  0.12
H -2.195 2.331 0.218  0.08
I -4.161 -0.001 1.301  1.03
C -2.184 -0.035 0.969  -1.17
H -1.499 0.334 1.957  0.02
H -1.893 -0.282 -0.256  0.03
C 0.598 -8.158 -0.915  -0.04
C 0.380 -6.770 -0.385  -0.25
C 1.103 -6.290 0.697  0.00
C 0.901 -5.012 1.207  -0.30
C 1.717 -4.550 2.381  -0.06
C -0.069 -4.217 0.592  -0.46
Se -0.538 -2.513 1.388  0.80
C -0.823 -4.651 -0.504  -0.29
C -1.877 -3.852 -1.220  -0.06
C -0.565 -5.936 -0.970  0.00
H 1.377 -8.679 -0.362  0.08
H 0.888 -8.132 -1.966  0.09
H -0.318 -8.746 -0.843  0.09
H 1.844 -6.925 1.167  0.12
H 2.259 -5.389 2.813  0.09
H 1.098 -4.111 3.166  0.07
H 2.458 -3.803 2.094  0.07
H -1.953 -2.828 -0.866  0.01
H -2.853 -4.324 -1.099  0.10
H -1.654 -3.823 -2.287  0.09
H -1.134 -6.292 -1.821  0.13